# 1
The following is a DFT calculation (ωB97M-V/def2-TZVPD) of a molecular structure, C60H46AsBrGeNPRe in a non-equilibrium geometry.

energy above the lowest of the compared OMol25 structures with the same formula, charge and spin: 11.9 kJ/mol
LUMO energy: -9.37 eV
DFT total energy: -9674.04806 a.u.
HOMO: -15.8 eV
gap between HOMO and LUMO: 6.39 eV

ORCA input file:
```
! RIJCOSX wB97M-V def2-TZVPD def2/J DEFGRID3
* xyz 3 1
Re -0.845 -0.085 -0.551
C 3.921 3.834 0.402
C 4.025 2.484 0.651
C 3.158 1.563 0.085
C 2.226 1.945 -0.897
C 2.022 3.294 -1.016
C 2.907 4.282 -0.521
P 1.083 0.815 -1.742
C 2.096 -0.242 -2.870
C 1.701 -0.570 -4.124
C 2.644 -1.035 -5.083
C 3.915 -1.468 -4.643
C 4.272 -1.235 -3.335
C 3.413 -0.645 -2.465
C -0.067 1.865 -2.507
C -0.047 2.810 -3.554
C -1.109 3.666 -3.666
C -2.120 3.618 -2.691
C -2.152 2.736 -1.669
C -1.075 1.791 -1.567
H 4.547 4.540 0.862
H 4.710 2.043 1.381
H 3.188 0.509 0.342
H 1.259 3.673 -1.616
H 2.746 5.360 -0.749
H 0.769 -0.147 -4.521
H 2.313 -1.143 -6.113
H 4.695 -1.839 -5.363
H 5.252 -1.641 -3.039
H 3.765 -0.391 -1.441
H 0.777 2.881 -4.240
H -1.086 4.375 -4.457
H -2.827 4.400 -2.880
H -2.965 2.723 -0.962
Br -5.313 0.366 -3.774
C -4.795 0.464 -1.935
C -5.577 0.879 -0.905
C -5.022 1.264 0.335
C -3.631 1.018 0.498
N -2.917 0.441 -0.481
C -3.459 0.149 -1.664
H -6.640 0.996 -1.025
H -5.434 1.758 1.204
H -3.110 1.332 1.418
H -2.838 -0.212 -2.467
C 4.078 -4.116 0.584
C 3.432 -3.027 1.209
C 2.204 -2.591 0.783
C 1.542 -3.300 -0.191
C 2.007 -4.552 -0.619
C 3.269 -4.925 -0.205
As 0.023 -2.409 -0.885
C -0.666 -3.216 -2.581
C 0.059 -3.624 -3.692
C -0.703 -3.983 -4.811
C -2.115 -4.020 -4.817
C -2.827 -3.588 -3.710
C -2.080 -3.241 -2.588
C -2.703 -2.811 -1.304
C -4.078 -2.682 -1.056
C -4.547 -2.311 0.159
C -3.662 -1.967 1.199
C -2.291 -2.162 1.072
C -1.802 -2.526 -0.244
H 5.101 -4.361 0.919
H 4.012 -2.414 1.874
H 1.737 -1.664 1.231
H 1.361 -5.141 -1.344
H 3.659 -5.877 -0.526
H 1.145 -3.538 -3.781
H -0.210 -4.346 -5.726
H -2.614 -4.245 -5.750
H -3.945 -3.480 -3.720
H -4.809 -2.859 -1.854
H -5.624 -2.311 0.302
H -4.064 -1.664 2.104
H -1.697 -2.050 1.989
C -0.212 0.302 0.938
Ge 0.186 1.007 2.911
C -0.862 2.660 2.805
C -0.431 3.395 1.701
C -1.077 4.561 1.286
C -2.299 4.864 1.860
C -2.658 4.253 3.045
C -1.953 3.129 3.521
C -0.527 -0.491 3.832
C -1.900 -0.598 4.056
C -2.376 -1.798 4.511
C -1.567 -2.918 4.530
C -0.257 -2.809 4.324
C 0.302 -1.592 3.982
C 2.079 1.293 3.335
C 2.425 2.569 3.846
C 3.702 2.804 4.334
C 4.666 1.796 4.279
C 4.260 0.549 3.881
C 3.025 0.244 3.360
H 0.477 3.216 1.150
H -0.535 5.051 0.527
H -2.965 5.604 1.431
H -3.533 4.510 3.623
H -2.339 2.660 4.401
H -2.619 0.201 3.817
H -3.403 -1.822 4.877
H -2.019 -3.862 4.722
H 0.376 -3.649 4.480
H 1.372 -1.497 3.882
H 1.649 3.330 3.725
H 3.860 3.789 4.683
H 5.686 2.023 4.637
H 5.047 -0.216 3.921
H 2.850 -0.778 3.117
*
```

Here are the Mulliken charges for atoms 1 to 99, given in e: Re 1.0911; C -0.6531; C -1.5122; C 0.0657; C 1.1605; C -0.8056; C -1.0009; P 2.3997; C 0.5510; C -0.1847; C -0.9321; C -0.4745; C -0.7306; C -0.2634; C -1.1541; C -0.7658; C -0.9085; C -1.1328; C -0.4893; C 0.9827; H 0.5213; H 0.6006; H 0.2332; H 0.4413; H 0.4447; H 0.3823; H 0.4640; H 0.4032; H 0.4537; H 0.1179; H 0.6281; H 0.5307; H 0.5662; H 0.8028; Br -0.0595; C -0.4963; C -0.5450; C -0.9024; C -0.1418; N 0.6528; C -0.4496; H 0.6090; H 0.6188; H -0.0065; H 0.6108; C -1.0200; C -0.4825; C 0.5927; C 0.7173; C -0.7292; C -0.6102; As 1.4228; C 0.3616; C -0.3457; C -0.7879; C -0.9943; C -0.3721; C -0.3690; C 1.1786; C -0.1703; C -1.5536; C -0.8301; C 0.3983; C -1.3851; H 0.4931; H 0.4907; H -0.2913; H 0.4013; H 0.4652; H 0.5969; H 0.4489; H 0.4300; H 0.3905; H 0.4333; H 0.4687; H 0.6985; H 0.4889; C 0.3066; Ge 1.0568; C 0.0825; C -0.0125; C -0.7187; C -0.8503; C -0.6307; C -0.4147; C 0.7200; C -0.5429; C -0.4827; C -0.7515; C -1.1084; C -0.3975; C 0.8693; C -0.4766; C -0.4829; C -0.9597; C -0.9860; C 0.2033; H 0.1035; H 0.6334

# 2
The following is a DFT calculation (ωB97M-V/def2-TZVPD) of 5 unconnected molecules or ions with the total composition C25H57N2O9 in a non-equilibrium geometry.

energy above the lowest of the compared OMol25 structures with the same formula, charge and spin: 719.3 kJ/mol
LUMO energy: -4.16 eV
DFT total energy: -1772.72720 a.u.
HOMO: -10.9 eV
gap between HOMO and LUMO: 6.76 eV

ORCA input file:
```
! RIJCOSX wB97M-V def2-TZVPD def2/J DEFGRID3
* xyz 1 1
C -0.647 -0.704 4.201
C -2.178 -1.234 3.909
C -2.761 -0.697 2.436
C -2.406 -2.840 4.143
C -2.048 -3.145 5.747
C -1.403 -3.813 3.271
O -1.547 -3.713 1.820
C -0.423 -3.067 1.150
C 1.151 -2.823 1.496
N 1.760 -2.092 0.308
C 0.662 -1.919 -0.751
N -0.657 -2.484 -0.242
H 0.163 -1.552 4.232
H -0.666 -0.095 5.227
H -0.344 0.102 3.377
H -2.866 -0.682 4.714
H -1.880 -0.198 1.830
H -3.551 0.169 2.648
H -3.326 -1.544 1.856
H -3.524 -3.140 3.966
H -2.804 -3.938 6.164
H -2.035 -2.161 6.393
H -0.969 -3.650 5.801
H -1.708 -4.930 3.563
H -0.325 -3.660 3.695
H 1.643 -3.176 2.517
H 2.761 -1.796 0.301
H 0.845 -1.415 -1.800
H -1.563 -2.494 -0.794
C -8.001 -0.764 6.508
O -8.457 0.445 5.910
C -7.492 1.497 6.011
C -6.739 1.691 4.691
O -5.915 0.560 4.393
C -6.502 -0.292 3.416
H -8.668 -1.573 6.196
H -6.984 -1.015 6.197
H -8.043 -0.676 7.598
H -6.796 1.308 6.836
H -8.042 2.415 6.239
H -6.073 2.553 4.791
H -7.434 1.897 3.868
H -6.422 0.170 2.428
H -7.550 -0.509 3.639
H -5.949 -1.235 3.406
C 3.001 2.540 -6.159
O 1.877 2.953 -5.388
C 0.870 1.938 -5.313
C 0.918 1.204 -3.969
O 2.119 0.439 -3.838
C 3.082 1.085 -3.011
H 3.814 3.250 -5.984
H 3.345 1.543 -5.877
H 2.744 2.556 -7.222
H 0.963 1.235 -6.148
H -0.097 2.441 -5.403
H 0.084 0.497 -3.926
H 0.807 1.906 -3.133
H 2.781 1.004 -1.963
H 3.211 2.137 -3.279
H 4.041 0.576 -3.140
C 3.339 -1.575 -6.407
O 4.483 -0.793 -6.079
C 5.223 -1.349 -4.987
C 6.468 -2.094 -5.479
O 6.112 -3.265 -6.221
C 6.223 -3.066 -7.626
H 2.960 -1.237 -7.375
H 3.578 -2.638 -6.481
H 2.560 -1.423 -5.653
H 4.588 -2.002 -4.379
H 5.542 -0.511 -4.359
H 7.042 -2.430 -4.610
H 7.113 -1.435 -6.073
H 7.278 -3.066 -7.915
H 5.750 -2.135 -7.946
H 5.723 -3.898 -8.130
C 0.234 2.886 -0.156
O 1.625 2.872 -0.462
C 2.139 4.185 -0.710
C 2.901 4.723 0.505
O 2.020 4.954 1.609
C 2.096 3.918 2.583
H -0.038 1.906 0.246
H -0.011 3.646 0.589
H -0.342 3.063 -1.068
H 1.334 4.867 -1.004
H 2.834 4.102 -1.551
H 3.341 5.690 0.242
H 3.717 4.048 0.790
H 3.023 4.017 3.155
H 2.045 2.925 2.129
H 1.250 4.029 3.267
*
```

Mulliken charges in e: C -0.8077; C 0.3136; C -0.6633; C 0.1643; C -1.1252; C -0.6306; O -0.3350; C 0.4720; C -0.4524; N -0.0653; C -0.2637; N -0.0427; H 0.1430; H 0.2948; H 0.1021; H 0.4311; H -0.0506; H 0.1685; H 0.1902; H 0.3852; H 0.3179; H 0.3181; H 0.2859; H 0.2740; H 0.1207; H 0.3861; H 0.2859; H 0.4244; H 0.3267; C -0.6477; O -0.3759; C -0.5053; C -0.5911; O -0.2055; C -0.7731; H 0.2461; H 0.2295; H 0.3268; H 0.3180; H 0.3844; H 0.3543; H 0.3690; H 0.3011; H 0.4667; H 0.1076; C -0.5028; O -0.4098; C -0.7212; C -0.2507; O 0.0265; C -0.5214; H 0.2655; H 0.1092; H 0.3274; H 0.3001; H 0.4547; H 0.3915; H 0.0870; H 0.1928; H 0.2329; H 0.1012; C -0.6733; O -0.3312; C -0.2366; C -0.7899; O -0.3747; C -0.6795; H 0.2304; H 0.4746; H 0.1148; H 0.3443; H 0.2638; H 0.3991; H 0.3707; H 0.3345; H 0.2742; H 0.2416; C -0.8105; O -0.1303; C -0.4326; C -0.6683; O -0.3828; C -0.6564; H 0.0819; H 0.4118; H 0.3544; H 0.3860; H 0.2847; H 0.4125; H 0.3061; H 0.3504; H 0.2280; H 0.2466